Entry 1:
Here is a single CH3N5OS molecule from the Open Molecules 2025 dataset. Energies are from ωB97M-V with the def2-TZVPD basis set.

Last column: natural (NBO) charge in e.
Geometry (Å):
H -0.57 2.16 -0.14  0.370
N 0.31 1.65 -0.10  -0.810
C 0.13 0.38 -0.10  0.489
N 1.18 -0.51 -0.08  0.036
O 2.48 -0.11 -0.10  -0.492
N 0.82 -1.78 -0.11  -0.001
N -0.45 -1.83 -0.11  -0.044
N -0.92 -0.53 -0.11  -0.429
S -2.56 -0.16 -0.18  0.251
H 2.40 0.87 -0.13  0.511
H -2.81 -0.15 1.16  0.119

The value obtained for the gap between HOMO and LUMO is 0.3447 hartree. The calculation puts the energy above the lowest of the compared OMol25 structures with the same formula, charge and spin at 0.2 kJ/mol. As for the spin multiplicity: 1. The largest force on an atom is 0.0107 hartree/bohr. Its total charge is 0.

---

Entry 2:
Here is a molecular structure, C19H18MnN2O5Se2Te2 from the Open Molecules 2025 dataset. Energies are from ωB97M-V with the def2-TZVPD basis set.

Last column: natural (NBO) charge in e.
Geometry (Å):
Mn -0.10 -0.30 -0.10  0.946
C 1.37 2.89 -1.64  -0.611
C 0.49 2.72 -0.40  0.129
C 0.40 3.99 0.45  -0.632
O 1.04 1.66 0.38  -0.771
C -0.95 2.31 -0.90  0.774
O -1.68 3.18 -1.37  -0.707
O -1.19 1.08 -0.81  -0.797
H 2.36 3.26 -1.37  0.195
H 0.89 3.58 -2.34  0.214
H 1.50 1.92 -2.12  0.223
H 1.40 4.33 0.72  0.189
H -0.15 3.77 1.36  0.236
H -0.12 4.77 -0.10  0.224
H 0.74 1.79 1.31  0.518
Se -1.21 -1.97 -0.88  -0.334
Te -0.49 -4.05 -1.91  -0.243
Te 2.98 -3.21 -0.80  -0.311
Se 1.66 -1.43 0.27  -0.385
O -0.23 1.91 2.80  -0.713
C -0.88 0.86 2.87  0.791
N -1.81 0.62 3.84  -0.637
C -2.25 -0.75 3.80  -0.090
C -1.57 -1.19 2.48  0.679
O -1.71 -2.28 1.97  -0.593
N -0.79 -0.19 2.03  -0.762
C -1.61 -1.61 4.87  -0.019
C -1.97 -2.95 4.96  -0.134
C -1.34 -3.77 5.89  -0.228
C -0.36 -3.26 6.73  -0.231
C 0.00 -1.93 6.62  -0.214
C -0.61 -1.11 5.69  -0.213
C -3.75 -0.83 3.78  0.094
C -4.45 -0.76 4.99  -0.230
C -5.83 -0.75 5.00  -0.232
C -6.54 -0.82 3.81  -0.219
C -5.85 -0.88 2.61  -0.211
C -4.47 -0.88 2.59  -0.199
H -1.99 1.26 4.59  0.398
H -2.70 -3.36 4.28  0.228
H -1.62 -4.81 5.96  0.202
H 0.14 -3.90 7.44  0.198
H 0.77 -1.52 7.26  0.200
H -0.29 -0.08 5.58  0.220
H -3.90 -0.72 5.92  0.211
H -6.36 -0.70 5.94  0.196
H -7.62 -0.82 3.82  0.196
H -6.40 -0.93 1.68  0.210
H -3.95 -0.94 1.64  0.247

The value obtained for the gap between HOMO and LUMO (alpha / beta) is 0.1738 / 0.1804 hartree. As for the spin multiplicity: 6. The expectation value of S² is 8.95. The largest force on an atom is 0.0856 hartree/bohr. Its total charge is -2.

---

Entry 3:
Here is 2 unconnected molecules or ions with the total composition CH8N4P from the Open Molecules 2025 dataset. Energies are from ωB97M-V with the def2-TZVPD basis set.

Last column: natural (NBO) charge in e.
Geometry (Å):
C 0.50 0.32 1.42  0.594
N 0.57 1.00 2.57  -0.733
N 0.04 0.85 0.39  -0.468
N -1.42 -0.46 -3.12  -1.052
N 1.07 -1.03 1.23  -0.928
P 1.22 -1.72 -0.28  0.735
H 0.29 1.97 2.55  0.428
H 0.37 0.55 3.47  0.425
H -0.43 1.71 0.39  0.392
H -1.48 -1.36 -3.52  0.388
H -0.69 0.13 -3.43  0.373
H -2.18 -0.01 -2.69  0.381
H 1.16 -1.37 2.16  0.435
H 0.97 -0.57 -1.12  0.030

The value obtained for the gap between HOMO and LUMO (alpha / beta) is 0.3331 / 0.1349 hartree. The calculation puts the energy above the lowest of the compared OMol25 structures with the same formula, charge and spin at 26.2 kJ/mol. As for the spin multiplicity: 3. The expectation value of S² is 2.01. The largest force on an atom is 0.1045 hartree/bohr. Its total charge is +1.

---

Calculated E_tot in order - -21414.962, -209816.773, -16405.189 eV